A molecular structure, C51H60AsO3PPdSSi. Source: the Open Molecules 2025 dataset; level of theory: wB97M-V/def2-TZVPD.

Computed properties:
Gap between HOMO and LUMO (spin up / spin down) (eV): 6.6267 / 6.4600
HOMO energy (spin up / spin down) (Ha): -0.2228 / -0.2699
Expectation value of S²: 2.011
2S+1: 3

```
119
C51H60AsO3PPdSSi (wB97M-V/def2-TZVPD)
Pd -0.375 -0.749 0.203
C -1.276 -0.286 -3.482
C -0.463 -1.432 -4.020
C -0.061 -1.430 -5.352
C 0.708 -2.455 -5.884
C 1.092 -3.516 -5.080
C 0.700 -3.537 -3.749
C -0.077 -2.511 -3.212
P -0.512 -2.491 -1.443
C 0.467 -3.871 -0.743
C 1.703 -3.467 -0.235
C 2.607 -4.361 0.314
C 2.260 -5.701 0.373
C 1.031 -6.114 -0.118
C 0.115 -5.227 -0.684
C -1.180 -5.775 -1.221
C -2.270 -2.847 -1.314
C -3.096 -3.223 -2.365
C -4.466 -3.305 -2.174
C -4.996 -3.003 -0.922
C -4.171 -2.639 0.129
C -2.784 -2.564 -0.036
C -1.855 -2.176 1.041
H -1.296 0.535 -4.196
H -0.868 0.093 -2.540
H -2.307 -0.585 -3.275
H -0.349 -0.595 -5.980
H 1.011 -2.420 -6.923
H 1.697 -4.320 -5.479
H 1.010 -4.360 -3.119
H 1.952 -2.411 -0.275
H 3.560 -4.013 0.692
H 2.942 -6.425 0.800
H 0.765 -7.164 -0.068
H -1.220 -6.852 -1.068
H -1.282 -5.578 -2.291
H -2.045 -5.326 -0.733
H -2.668 -3.425 -3.341
H -5.117 -3.586 -2.990
H -6.067 -3.051 -0.768
H -4.597 -2.410 1.098
H -1.120 -2.949 1.285
H -2.336 -1.812 1.942
C 1.423 1.092 3.797
C 0.314 0.100 3.475
C -0.732 0.071 4.582
C 0.887 -1.298 3.253
O -0.303 0.483 2.226
Si -1.309 1.751 1.800
S -1.720 1.294 -0.193
O -0.404 3.087 2.069
C -0.712 4.450 2.359
C -1.653 4.988 1.290
C -1.345 4.550 3.741
C 0.619 5.190 2.333
O -2.597 1.860 2.799
C -4.007 1.601 2.709
C -4.646 2.571 1.726
C -4.250 0.162 2.280
C -4.545 1.835 4.113
H 1.902 0.808 4.735
H 1.022 2.101 3.892
H 2.176 1.095 3.006
H -0.287 -0.348 5.487
H -1.575 -0.554 4.286
H -1.106 1.070 4.804
H 1.762 -1.456 3.886
H 1.205 -1.417 2.214
H 0.152 -2.074 3.472
H -2.585 4.420 1.281
H -1.200 4.905 0.300
H -1.891 6.036 1.482
H -2.270 3.975 3.789
H -1.560 5.594 3.972
H -0.659 4.163 4.498
H 1.085 5.117 1.350
H 1.299 4.755 3.067
H 0.473 6.244 2.575
H -4.228 2.438 0.728
H -4.481 3.600 2.051
H -5.722 2.397 1.677
H -3.775 -0.031 1.318
H -5.321 -0.025 2.184
H -3.845 -0.526 3.024
H -4.352 2.862 4.428
H -4.061 1.159 4.819
H -5.622 1.660 4.141
C 5.416 1.107 2.118
C 5.015 2.186 1.342
C 3.969 2.052 0.437
C 3.310 0.835 0.305
C 3.711 -0.240 1.093
C 4.763 -0.110 1.989
As 1.791 0.568 -0.907
C 1.665 2.339 -1.670
C 1.037 3.439 -1.108
C 1.078 4.654 -1.778
C 1.730 4.755 -3.003
C 2.343 3.647 -3.569
C 2.314 2.426 -2.903
C 2.917 1.160 -3.383
C 3.570 0.984 -4.597
C 4.067 -0.264 -4.942
C 3.910 -1.345 -4.082
C 3.257 -1.177 -2.868
C 2.773 0.073 -2.517
H 6.228 1.218 2.825
H 5.516 3.141 1.440
H 3.668 2.905 -0.158
H 3.193 -1.191 1.028
H 5.061 -0.957 2.595
H 0.520 3.345 -0.161
H 0.595 5.525 -1.351
H 1.754 5.704 -3.524
H 2.839 3.737 -4.527
H 3.685 1.816 -5.281
H 4.570 -0.398 -5.891
H 4.284 -2.321 -4.360
H 3.128 -2.033 -2.215
```

***

2 unconnected molecules or ions with the total composition C11H15NO. Source: the Open Molecules 2025 dataset; level of theory: wB97M-V/def2-TZVPD.

Computed properties:
Gap between HOMO and LUMO (eV): 8.5482
HOMO energy (Ha): -0.2838

```
28
C11H15NO (wB97M-V/def2-TZVPD)
C 1.182 -2.659 2.524
C 0.358 -1.504 2.027
C -0.999 -1.528 1.906
N -1.448 -0.321 1.392
C -0.364 0.484 1.167
C -0.305 1.798 0.709
C 0.953 2.353 0.571
C 2.131 1.656 0.929
C 2.047 0.376 1.397
C 0.795 -0.234 1.533
H 2.259 -2.531 2.425
H 0.814 -3.556 2.010
H 0.889 -2.849 3.554
H -1.658 -2.357 2.091
H -2.415 -0.053 1.476
H -1.169 2.350 0.359
H 1.054 3.280 0.037
H 3.029 2.196 0.656
H 2.920 -0.137 1.763
C -1.875 0.037 -3.481
C -0.792 0.540 -2.549
O 0.286 1.168 -3.239
H -2.843 0.036 -2.990
H -1.664 -0.951 -3.900
H -1.876 0.649 -4.376
H -1.263 1.255 -1.888
H -0.378 -0.302 -1.977
H 0.332 0.805 -4.127
```

***

2 unconnected molecules or ions with the total composition C10H15NOS. Source: the Open Molecules 2025 dataset; level of theory: wB97M-V/def2-TZVPD.

Computed properties:
Gap between HOMO and LUMO (spin up / spin down) (eV): 7.0881 / 8.6613
HOMO energy (spin up / spin down) (Ha): -0.3196 / -0.3233

```
28
C10H15NOS (wB97M-V/def2-TZVPD)
C -1.821 -0.741 2.214
C 1.766 -1.610 -2.906
C -0.813 -0.293 1.578
C 0.898 -1.292 -1.972
C -2.693 0.452 2.612
C 2.444 -0.385 -3.381
C -0.680 1.220 1.429
C 0.664 0.200 -1.703
C -1.999 1.734 2.014
C 1.405 0.737 -2.966
N 0.836 -2.308 2.580
O 1.696 -0.228 1.425
S 0.693 -1.320 1.335
H -2.349 -1.685 2.238
H 2.206 -2.680 -3.006
H -3.658 0.433 2.151
H -2.815 0.627 3.690
H 3.465 -0.293 -3.070
H 2.347 -0.597 -4.446
H 0.220 1.650 1.928
H -0.585 1.459 0.417
H -0.527 0.451 -1.508
H 1.198 0.340 -0.814
H -2.682 2.117 1.199
H -1.904 2.512 2.673
H 1.952 1.571 -2.691
H 0.611 0.984 -3.690
H 0.127 -3.056 2.669
```

***

A molecular structure, C4H6O. Source: the Open Molecules 2025 dataset; level of theory: wB97M-V/def2-TZVPD.

Computed properties:
Gap between HOMO and LUMO (eV): 8.4003
HOMO energy (Ha): -0.2741

```
11
C4H6O (wB97M-V/def2-TZVPD)
C 1.206 0.890 -0.109
C 0.565 -0.409 0.000
C -0.947 -0.572 0.877
O -1.579 0.033 -0.269
C -0.425 0.131 -0.921
H 1.299 1.467 -1.019
H 1.813 1.284 0.716
H 1.092 -1.364 0.062
H -1.390 -0.095 1.771
H -1.179 -1.643 0.894
H -0.454 0.279 -2.002
```

***

2 unconnected molecules or ions with the total composition C3H7NO3S. Source: the Open Molecules 2025 dataset; level of theory: wB97M-V/def2-TZVPD.

Computed properties:
Gap between HOMO and LUMO (eV): 8.7227
HOMO energy (Ha): -0.3529

```
15
C3H7NO3S (wB97M-V/def2-TZVPD)
C -1.112 1.265 0.746
C -0.552 0.140 -0.007
C -0.997 -1.279 0.248
N -0.117 0.354 -1.332
O 2.342 -1.371 0.220
O 2.926 0.691 -0.910
O 0.166 0.766 1.065
S 2.793 -0.012 0.338
H -1.123 2.255 0.306
H -1.868 1.087 1.501
H -1.602 -1.617 -0.587
H -1.574 -1.339 1.166
H -0.115 -1.913 0.337
H 0.590 -0.317 -1.613
H 0.244 1.289 -1.477
```

***

A single C4H4N2O2 molecule. Source: the Open Molecules 2025 dataset; level of theory: wB97M-V/def2-TZVPD.

Computed properties:
Gap between HOMO and LUMO (eV): 10.0082
HOMO energy (Ha): -0.3464

```
12
C4H4N2O2 (wB97M-V/def2-TZVPD)
O 0.244 1.782 1.945
N -0.175 2.148 0.700
C -0.263 1.495 -0.364
C 0.021 -0.007 -0.378
N 0.265 -0.853 0.595
C 0.196 -2.081 0.064
C -0.085 -1.991 -1.275
O -0.191 -0.635 -1.500
H 0.458 0.799 1.936
H -0.793 1.964 -1.212
H 0.221 -3.037 0.596
H -0.153 -2.457 -2.224
```

***

2 unconnected molecules or ions with the total composition C7H10N4. Source: the Open Molecules 2025 dataset; level of theory: wB97M-V/def2-TZVPD.

Computed properties:
Gap between HOMO and LUMO (spin up / spin down) (eV): 9.6510 / 5.1662
HOMO energy (spin up / spin down) (Ha): -0.3985 / -0.3296

```
21
C7H10N4 (wB97M-V/def2-TZVPD)
C -1.192 -2.609 0.218
C -2.943 0.950 1.590
C -1.622 2.637 1.405
C 1.176 0.286 0.426
C -0.152 -0.643 -1.575
C -0.255 -1.708 0.641
C 0.635 -0.988 -0.340
N -1.981 -3.388 -0.156
N -3.264 1.843 2.526
N -2.536 2.929 2.343
N -1.877 1.418 0.842
H -3.273 -0.143 1.470
H -0.795 3.367 1.032
H 1.929 0.674 -0.193
H 0.145 0.724 0.348
H 1.504 -0.072 1.364
H -0.367 -1.470 -2.226
H -1.167 -0.313 -1.152
H 0.497 0.110 -2.074
H 0.007 -1.966 1.737
H 1.458 -1.754 -0.615
```

***

A gas-phase ion, C3H6Br2NS (charge +1). Source: the Open Molecules 2025 dataset; level of theory: wB97M-V/def2-TZVPD.

Computed properties:
Gap between HOMO and LUMO (eV): 7.0772
HOMO energy (Ha): -0.5019
Charge: +1

```
13
C3H6Br2NS (wB97M-V/def2-TZVPD)
C 0.304 -0.053 1.223
C 1.091 -0.085 -0.084
C -2.262 -0.187 0.261
N 0.322 0.278 -1.181
S -1.134 -1.141 1.002
Br 2.724 1.192 0.303
Br -2.330 1.644 0.110
H 0.899 -0.455 2.043
H -0.034 0.952 1.474
H 1.575 -1.050 -0.237
H -3.160 -0.701 -0.062
H 0.077 1.260 -1.218
H 0.723 0.001 -2.069
```

***

A molecular structure, C36H47N5P2Re. Source: the Open Molecules 2025 dataset; level of theory: wB97M-V/def2-TZVPD.

Computed properties:
Gap between HOMO and LUMO (spin up / spin down) (eV): 6.3963 / 3.0690
HOMO energy (spin up / spin down) (Ha): -0.4372 / -0.4371
Charge: +2
Expectation value of S²: 3.824
2S+1: 4

```
91
C36H47N5P2Re (wB97M-V/def2-TZVPD)
Re 0.172 -0.381 1.628
C -0.368 1.424 2.727
C -1.448 1.075 1.843
C -1.544 1.604 0.459
C -0.185 1.710 -0.277
C 0.967 0.829 0.143
C 1.864 1.149 1.208
C 1.822 2.459 1.926
C 0.448 2.708 2.571
C 1.770 -1.258 2.544
H -0.589 1.261 3.785
H -2.361 0.691 2.306
H -2.044 2.580 0.433
H -2.247 0.957 -0.096
H -0.379 1.376 -1.300
H 0.146 2.752 -0.386
H 1.436 0.281 -0.708
H 2.853 0.679 1.189
H 2.107 3.292 1.253
H 2.601 2.462 2.710
H 0.656 3.092 3.581
H -0.144 3.502 2.080
H 1.869 -0.996 3.605
H 2.723 -1.131 2.024
H 1.514 -2.324 2.498
P 1.970 -1.107 -2.073
P -1.900 -0.148 -2.191
N 3.299 -0.004 -2.523
N 2.575 -2.333 -3.235
N -1.814 1.322 -3.181
N -3.272 -0.759 -3.193
C 0.754 -0.355 -3.231
C -0.612 -1.075 -3.139
C 4.483 0.088 -1.778
C 5.425 0.795 -2.524
C 4.814 1.142 -3.770
C 3.516 0.643 -3.744
C 2.916 -3.622 -2.826
C 3.326 -4.351 -3.939
C 3.243 -3.478 -5.077
C 2.780 -2.250 -4.616
C -1.763 2.672 -2.790
C -1.565 3.450 -3.923
C -1.477 2.566 -5.040
C -1.602 1.273 -4.569
C -4.223 -0.117 -3.999
C -5.046 -1.083 -4.578
C -4.566 -2.366 -4.146
C -3.480 -2.141 -3.315
H 1.110 -0.394 -4.271
H 0.681 0.713 -2.979
H -0.942 -1.322 -4.166
H -0.555 -2.034 -2.589
H 4.547 -0.345 -0.792
H 6.437 1.038 -2.223
H 5.250 1.701 -4.589
H 2.736 0.734 -4.489
H 2.810 -3.901 -1.788
H 3.631 -5.388 -3.948
H 3.463 -3.716 -6.108
H 2.575 -1.338 -5.164
H -1.867 2.964 -1.748
H -1.484 4.530 -3.946
H -1.355 2.817 -6.084
H -1.591 0.336 -5.103
H -4.231 0.960 -4.120
H -5.883 -0.885 -5.235
H -4.978 -3.329 -4.412
H -2.829 -2.839 -2.807
C -2.053 1.297 6.000
N -0.630 1.158 6.119
C -0.041 1.872 7.219
C 0.109 0.028 5.589
C -0.751 -1.013 4.893
C -1.523 -1.755 5.801
C -2.391 -2.755 5.378
C -2.448 -3.062 4.016
C -1.682 -2.322 3.102
C -0.837 -1.298 3.522
H -2.328 2.247 6.482
H -2.626 0.496 6.497
H -2.387 1.344 4.954
H -0.495 1.579 8.183
H 1.032 1.660 7.252
H -0.208 2.952 7.092
H 0.929 0.426 4.972
H 0.630 -0.451 6.442
H -1.447 -1.529 6.877
H -2.994 -3.297 6.113
H -3.079 -3.885 3.672
H -1.725 -2.551 2.040
```

***

A molecular structure, C22H26F5NO6PRuS. Source: the Open Molecules 2025 dataset; level of theory: wB97M-V/def2-TZVPD.

Computed properties:
Gap between HOMO and LUMO (spin up / spin down) (eV): 8.9662 / 6.3422
HOMO energy (spin up / spin down) (Ha): -0.4177 / -0.4419
Charge: +1
Expectation value of S²: 6.038
2S+1: 5

```
63
C22H26F5NO6PRuS (wB97M-V/def2-TZVPD)
Ru 0.447 0.073 -0.210
O 4.078 -1.021 0.197
C 3.145 -0.358 0.534
O 1.890 -0.874 0.569
C 3.266 1.067 1.052
C 2.274 1.366 2.187
C 2.706 2.602 2.970
C 2.369 3.733 1.969
C 1.792 2.938 0.800
O 1.112 1.846 1.460
C 2.915 2.203 0.038
C 2.439 1.858 -1.368
O 2.723 2.591 -2.287
O 1.658 0.800 -1.565
H 4.298 1.173 1.382
H 1.992 0.502 2.782
H 2.124 2.698 3.884
H 3.760 2.562 3.239
H 1.623 4.413 2.375
H 3.237 4.316 1.668
H 1.091 3.477 0.169
H 3.765 2.863 -0.117
F 1.079 -6.178 -4.472
C 0.641 -5.063 -3.937
C 1.209 -4.601 -2.752
F 2.177 -5.295 -2.177
C 0.749 -3.431 -2.196
F 1.280 -3.014 -1.066
C -0.291 -2.681 -2.793
S -0.865 -1.225 -2.152
C -0.847 -3.197 -3.990
F -1.823 -2.538 -4.588
C -0.389 -4.360 -4.559
F -0.908 -4.823 -5.684
C -3.388 -1.314 3.417
C -2.001 -1.944 3.239
C -1.145 -1.756 4.500
C -2.113 -3.431 2.872
C -1.317 -1.260 2.130
N -0.766 -0.747 1.269
H -3.888 -1.817 4.245
H -3.997 -1.437 2.522
H -3.314 -0.253 3.651
H -1.630 -2.276 5.326
H -1.054 -0.701 4.761
H -0.148 -2.174 4.365
H -2.613 -3.949 3.689
H -1.129 -3.877 2.730
H -2.700 -3.571 1.964
C -3.321 1.867 -2.118
P -1.591 2.277 -1.919
C -0.784 2.038 -3.490
C -1.490 4.016 -1.516
O -1.017 1.446 -0.762
H -3.756 2.440 -2.936
H -3.857 2.091 -1.195
H -3.410 0.803 -2.336
H -1.227 2.732 -4.208
H -0.935 1.017 -3.840
H 0.285 2.230 -3.409
H -2.089 4.586 -2.227
H -0.456 4.354 -1.582
H -1.865 4.188 -0.508
```

***

3 unconnected molecules or ions with the total composition C21H26N4O3. Source: the Open Molecules 2025 dataset; level of theory: wB97M-V/def2-TZVPD.

Computed properties:
Gap between HOMO and LUMO (eV): 8.7082
HOMO energy (Ha): -0.3107

```
54
C21H26N4O3 (wB97M-V/def2-TZVPD)
C 2.635 -1.310 1.288
C 1.726 -0.455 0.425
C 0.771 0.309 1.047
C -0.070 1.117 0.321
C -0.001 1.187 -1.049
C -0.843 2.060 -1.960
C -2.278 2.397 -1.539
C -2.624 3.137 -0.254
C -4.168 3.237 -0.476
O -4.889 4.047 0.061
N -4.575 2.187 -1.368
C -3.387 1.320 -1.656
C -3.425 0.229 -0.525
O -4.760 0.061 -0.022
N -5.328 -1.104 -0.542
O -5.951 -1.666 0.270
C 0.965 0.410 -1.652
C 1.821 -0.388 -0.948
H 2.397 -2.351 1.048
H 2.422 -1.088 2.331
H 3.691 -1.151 1.054
H 0.671 0.285 2.126
H -0.782 1.726 0.862
H -0.309 3.001 -2.139
H -0.899 1.561 -2.934
H -2.592 3.127 -2.301
H -2.589 2.597 0.700
H -2.135 4.095 -0.088
H -4.844 2.731 -2.189
H -3.403 0.952 -2.680
H -3.110 -0.723 -0.955
H -2.849 0.538 0.342
H 1.095 0.433 -2.731
H 2.588 -0.959 -1.460
C 1.255 -5.599 -3.048
C 1.574 -4.514 -2.186
C 0.989 -3.392 -2.709
N 0.332 -3.756 -3.854
C 0.486 -5.100 -4.064
H 1.555 -6.627 -2.932
H 2.165 -4.554 -1.286
H 0.982 -2.372 -2.369
H -0.183 -3.133 -4.447
H 0.038 -5.582 -4.916
C 3.212 1.572 6.042
C 2.587 1.953 4.823
C 3.341 1.440 3.802
N 4.398 0.769 4.354
C 4.324 0.842 5.719
H 2.882 1.808 7.040
H 1.688 2.535 4.711
H 3.218 1.496 2.733
H 5.116 0.297 3.838
H 5.067 0.369 6.339
```

***

2 unconnected molecules or ions with the total composition Cl4H2Si2. Source: the Open Molecules 2025 dataset; level of theory: wB97M-V/def2-TZVPD.

Computed properties:
Gap between HOMO and LUMO (eV): 8.0794
HOMO energy (Ha): -0.3427

```
8
Cl4H2Si2 (wB97M-V/def2-TZVPD)
Si 2.923 -0.079 0.289
Si -1.481 -0.475 0.054
Cl -1.786 -0.215 -1.977
Cl 3.438 1.921 -0.151
Cl -1.756 1.337 0.887
Cl -2.719 -1.700 1.031
H 1.562 0.000 -0.586
H -0.181 -0.789 0.452
```

***

What are the max |F| values for these records? In order: 0.37; 1.56; 4.79; 1.07; 1.34; 3.34; 4.49; 1.37; 3.91; 0.62; 1.99; 1.54 eV/A.
What are the ΔE to the lowest compared entry with this formula, charge and spin values for these records? In order: 0.000; 0.427; 6.088; 4.568; 0.873; 3.544; 6.365; 0.018; 0.000; 0.000; 6.503; 1.632 eV.
What are the E_tot values for these records? In order: -152329.7213; -15187.4952; -24978.1665; -6287.3496; -21691.1003; -11284.9955; -13375.4907; -155610.3457; -66228.1426; -73298.8972; -34297.7305; -65880.7766 eV.